1.
Formula: C5H10OS
Source: the Open Molecules 2025 dataset
Level of theory: ωB97M-V/def2-TZVPD

Last column: Löwdin charge in e.
Cartesian coordinates (Å):
C -1.30 2.24 1.16  -0.01
C 1.82 -1.37 -0.26  -0.33
C -0.15 2.36 0.55  -0.22
C 0.86 2.17 -0.15  -0.05
C -0.66 -2.20 -1.26  -0.27
O -0.69 -1.02 0.97  -0.40
S 0.25 -0.84 -0.51  0.90
H -2.08 3.04 1.30  0.08
H -1.31 1.59 2.00  0.04
H 1.89 -2.29 0.29  0.01
H 2.41 -0.58 -0.11  -0.07
H -1.10 -0.12 1.28  0.04
H 1.82 2.73 0.14  0.11
H 0.85 1.67 -1.09  0.04
H -0.79 -2.98 -0.57  0.03
H -1.58 -1.81 -1.54  0.02
H -0.24 -2.58 -2.21  0.08

DFT total energy = -18224.722 eV
HOMO-LUMO gap = 8.9 eV
ΔE to the lowest compared entry with this formula, charge and spin = 119.4 kcal/mol
Molecular weight = 118.20 g/mol


2.
Formula: C54H53IMnN6O2P2S
Source: the Open Molecules 2025 dataset
Level of theory: ωB97M-V/def2-TZVPD

Last column: Löwdin charge in e.
Cartesian coordinates (Å):
Mn 0.57 -0.31 -0.15  0.22
I 2.40 -2.27 0.59  1.26
C 3.83 -1.16 1.63  -0.56
C 4.96 -1.90 1.93  -0.16
C 5.98 -1.30 2.66  -0.06
C 5.85 0.02 3.06  -0.02
C 4.71 0.76 2.73  -0.17
C 4.64 2.16 3.10  0.00
C 3.60 2.97 2.64  -0.08
C 2.58 2.45 1.90  -0.02
C 2.41 0.97 1.70  -0.24
C 3.66 0.17 2.00  -0.15
H 5.06 -2.93 1.61  0.08
H 6.87 -1.86 2.91  0.11
H 6.64 0.50 3.62  0.12
H 5.45 2.58 3.68  0.11
H 3.62 4.04 2.84  0.11
H 1.80 3.09 1.52  0.06
C 4.24 -5.93 -1.20  -0.05
C 3.92 -4.95 -2.30  -0.29
C 4.84 -3.99 -2.71  -0.04
C 4.53 -3.07 -3.70  -0.02
C 3.28 -3.08 -4.32  -0.24
N 3.07 -2.07 -5.31  0.13
C 2.00 -1.75 -6.12  -0.51
O 2.17 -1.30 -7.23  0.10
N 0.71 -1.89 -5.60  0.15
C 0.25 -1.64 -4.30  -0.21
C -1.04 -2.02 -3.95  0.03
C -1.48 -1.92 -2.64  -0.05
C -0.59 -1.41 -1.71  -0.27
N 0.62 -0.96 -2.07  -0.04
C 1.05 -1.05 -3.33  -0.06
C 2.36 -4.05 -3.94  -0.02
C 2.68 -4.96 -2.94  -0.04
H 5.32 -6.03 -1.06  0.08
H 3.84 -6.92 -1.43  0.08
H 3.81 -5.62 -0.25  0.07
H 5.82 -3.95 -2.25  0.12
H 5.26 -2.33 -4.00  0.12
H 3.93 -1.72 -5.71  0.15
H 0.02 -1.90 -6.34  0.16
H -1.69 -2.44 -4.70  0.13
H -2.46 -2.26 -2.33  0.10
H -0.82 -1.44 -0.62  0.03
H 2.04 -0.68 -3.54  0.13
H 1.41 -4.14 -4.44  0.11
H 1.95 -5.71 -2.66  0.12
O 0.77 1.95 -4.35  0.18
C 0.21 2.05 -3.33  -0.37
N -0.41 2.19 -2.32  -0.03
C -0.77 -6.29 2.65  -0.08
C -0.79 -4.79 2.86  -0.27
N -2.14 -4.23 2.78  0.00
C -2.70 -3.75 1.66  -0.82
S -1.90 -3.69 0.16  0.66
N -3.96 -3.27 1.77  -0.01
C -4.75 -2.98 2.97  -0.24
C -6.07 -3.73 2.98  -0.08
H 0.25 -6.67 2.69  0.08
H -1.18 -6.54 1.67  0.07
H -1.35 -6.81 3.42  0.07
H -0.20 -4.28 2.09  0.05
H -0.38 -4.51 3.83  0.12
H -2.74 -4.41 3.56  0.13
H -4.33 -2.95 0.88  0.11
H -4.92 -1.90 3.01  0.11
H -4.17 -3.22 3.85  0.10
H -6.68 -3.47 2.12  0.08
H -6.64 -3.49 3.88  0.08
H -5.90 -4.81 2.96  0.08
C -0.76 3.21 0.27  -0.48
P -0.67 1.68 -0.72  0.96
C -2.44 1.23 -0.82  -0.34
C -3.15 1.19 -2.02  -0.08
C -4.49 0.83 -2.04  -0.07
C -5.14 0.51 -0.86  -0.07
C -4.44 0.55 0.35  -0.07
C -3.10 0.91 0.37  -0.10
C 0.11 -0.12 1.78  -0.24
C -0.94 -0.67 2.52  -0.13
C -0.92 -0.66 3.91  -0.08
C 0.16 -0.11 4.59  -0.07
C 1.22 0.43 3.88  -0.02
C 1.19 0.42 2.48  -0.24
P 0.04 4.70 -0.50  1.02
C -0.16 5.88 0.90  -0.38
C -0.51 7.20 0.63  -0.10
C -0.58 8.13 1.66  -0.07
C -0.31 7.76 2.97  -0.08
C 0.06 6.45 3.24  -0.08
C 0.15 5.52 2.21  -0.11
C -1.29 5.22 -1.64  -0.42
C -2.62 5.39 -1.26  -0.10
C -3.57 5.77 -2.20  -0.07
C -3.20 5.98 -3.53  -0.08
C -1.88 5.83 -3.91  -0.08
C -0.93 5.44 -2.97  -0.12
H -0.27 3.02 1.22  0.02
H -1.82 3.39 0.48  0.05
H -2.65 1.45 -2.95  0.10
H -5.03 0.82 -2.98  0.11
H -6.19 0.24 -0.87  0.11
H -4.95 0.31 1.28  0.10
H -2.58 0.94 1.31  0.09
H -1.78 -1.13 2.00  0.07
H -1.74 -1.10 4.46  0.10
H 0.18 -0.10 5.67  0.11
H 2.07 0.85 4.40  0.12
H 2.14 0.83 0.66  0.07
H -0.73 7.51 -0.38  0.10
H -0.86 9.16 1.43  0.11
H -0.38 8.49 3.77  0.11
H 0.29 6.15 4.26  0.11
H 0.46 4.51 2.46  0.08
H -2.92 5.26 -0.23  0.11
H -4.60 5.91 -1.89  0.11
H -3.94 6.28 -4.25  0.11
H -1.58 6.00 -4.93  0.11
H 0.11 5.32 -3.27  0.10

DFT total energy = -138722.709 eV
HOMO-LUMO gap (alpha / beta) = 6.9 / 7.1 eV
<S²> = 6.116
2S+1 = 5
Charge = +1
ΔE to the lowest compared entry with this formula, charge and spin = 88.4 kcal/mol
Molecular weight = 1093.91 g/mol


3.
Formula: C6H15NO
Source: the Open Molecules 2025 dataset
Level of theory: ωB97M-V/def2-TZVPD

Last column: Löwdin charge in e.
Cartesian coordinates (Å):
C -0.70 1.69 1.41  -0.11
C -0.38 0.59 2.44  -0.26
C 0.29 -0.62 1.82  -0.22
C -0.43 -1.17 0.62  -0.11
C 0.04 -1.21 -0.63  -0.40
C -0.77 -1.86 -1.73  -0.05
N 1.21 -0.55 -1.02  0.09
H -0.93 2.64 1.90  0.07
H 0.17 1.86 0.77  0.06
H -1.55 1.43 0.80  0.07
H 0.21 1.05 3.25  0.10
H -1.33 0.29 2.90  0.10
H 0.38 -1.46 2.52  0.11
H 1.32 -0.38 1.54  0.10
H -1.41 -1.58 0.83  0.11
H -0.47 -2.90 -1.88  0.08
H -0.68 -1.36 -2.69  0.07
H -1.82 -1.88 -1.42  0.08
H 1.43 -0.55 -2.00  0.08
H 1.34 0.35 -0.60  0.06
O 0.81 2.20 -2.28  -0.06
H 0.36 2.80 -2.88  0.04
H 0.22 1.44 -2.21  0.02

DFT total energy = -10002.576 eV
HOMO-LUMO gap = 8.6 eV
ΔE to the lowest compared entry with this formula, charge and spin = 27.2 kcal/mol
Molecular weight = 117.19 g/mol


4.
Formula: C4H8N2O
Source: the Open Molecules 2025 dataset
Level of theory: ωB97M-V/def2-TZVPD

Last column: Löwdin charge in e.
Cartesian coordinates (Å):
C 1.42 -1.05 0.02  -0.10
C 0.18 -1.43 -0.34  -0.14
C 1.31 0.42 0.21  -0.12
C -0.21 0.74 0.24  -0.45
N -0.83 -0.43 -0.35  -0.13
N -2.09 -0.59 0.20  0.07
O -0.66 1.93 -0.23  0.01
H 2.28 -1.50 -0.33  0.07
H -0.09 -2.45 -0.37  0.08
H 1.90 0.92 1.05  0.13
H 1.85 1.00 -0.59  0.13
H -0.48 0.93 1.30  0.15
H -1.95 -0.22 1.14  0.09
H -2.44 -1.52 0.24  0.08
H -1.16 1.58 -1.02  0.13

DFT total energy = -9298.905 eV
HOMO-LUMO gap (alpha / beta) = 6.1 / 7.7 eV
<S²> = 2.007
2S+1 = 3
ΔE to the lowest compared entry with this formula, charge and spin = 40.5 kcal/mol
Molecular weight = 100.12 g/mol


5.
Formula: C2H10NS2
Source: the Open Molecules 2025 dataset
Level of theory: ωB97M-V/def2-TZVPD

Last column: Löwdin charge in e.
Cartesian coordinates (Å):
C -0.33 -0.87 -2.25  0.02
N -1.18 -1.11 -1.01  0.13
H -0.58 -1.58 -3.02  0.11
H -0.57 0.14 -2.56  0.11
H 0.69 -0.97 -1.92  0.10
H -2.13 -0.76 -0.97  0.17
H -0.69 -0.79 -0.17  0.02
H -1.31 -2.12 -0.86  0.17
C 1.71 1.50 1.47  -0.48
S 1.03 -0.02 2.14  0.41
S -1.02 0.28 1.95  0.31
H 1.95 1.42 0.41  0.03
H 2.61 1.67 2.06  0.03
H 1.07 2.38 1.58  0.04
H -1.25 0.85 3.15  -0.16

DFT total energy = -25389.997 eV
HOMO-LUMO gap = 9.2 eV
Charge = +1
ΔE to the lowest compared entry with this formula, charge and spin = 11.9 kcal/mol
Molecular weight = 112.24 g/mol


6.
Formula: C13H17IMgN2O
Source: the Open Molecules 2025 dataset
Level of theory: ωB97M-V/def2-TZVPD

Last column: Löwdin charge in e.
Cartesian coordinates (Å):
C 0.51 3.48 1.56  -0.20
C 3.25 0.75 -0.12  -0.26
H -0.30 3.99 1.03  -0.04
H 1.31 4.22 1.68  -0.02
H 0.12 3.12 2.52  -0.02
H 2.92 0.08 -0.92  -0.06
H 3.79 1.58 -0.61  -0.06
H 3.94 0.27 0.59  -0.02
C -2.12 1.63 -0.02  -0.13
C -3.42 1.45 -0.54  -0.05
C -3.67 0.34 -1.34  -0.06
C -2.62 -0.55 -1.58  -0.01
H -1.87 2.52 0.55  0.09
H -4.20 2.16 -0.30  0.10
H -4.64 0.15 -1.80  0.11
H -2.74 -1.41 -2.23  0.10
N -1.14 0.76 -0.22  0.09
C -1.37 -0.34 -0.95  -0.21
C -0.29 -1.37 -1.02  -0.20
N 0.88 -1.10 -0.45  0.10
C 1.79 -2.05 -0.30  -0.14
C 0.47 -3.62 -1.51  -0.07
C 1.67 -3.33 -0.88  -0.04
H 2.67 -1.72 0.26  0.10
H 2.49 -4.05 -0.82  0.11
C -0.53 -2.65 -1.56  -0.01
H -1.51 -2.86 -1.98  0.09
H 0.27 -4.60 -1.96  0.11
Mg 1.59 1.85 0.67  0.28
I 1.27 2.74 -1.94  0.40
C 0.26 -0.33 2.85  -0.15
O 1.00 0.60 2.13  -0.20
H 0.48 -1.37 2.52  0.10
H -0.84 -0.15 2.78  0.10
H 0.59 -0.20 3.90  0.09

DFT total energy = -32325.987 eV
HOMO-LUMO gap (alpha / beta) = 4.8 / 5.6 eV
ΔE to the lowest compared entry with this formula, charge and spin = 151.8 kcal/mol
Molecular weight = 368.50 g/mol


7.
Formula: C5H13N2
Source: the Open Molecules 2025 dataset
Level of theory: ωB97M-V/def2-TZVPD

Last column: Löwdin charge in e.
Cartesian coordinates (Å):
C 2.01 0.88 -0.12  -0.25
C 1.72 1.78 -1.15  -0.09
C -1.03 1.02 0.04  -0.13
C -1.31 -2.05 0.50  -0.01
C -0.08 0.08 0.66  -0.24
N 3.01 0.37 0.33  0.18
N -0.11 -1.27 0.18  -0.11
H 2.64 1.98 -1.84  0.15
H 1.10 2.76 -0.88  0.15
H 1.04 1.14 -1.78  0.09
H -2.03 0.56 0.14  0.08
H -0.89 1.46 -0.91  0.04
H -1.15 1.95 0.74  0.14
H -1.26 -3.07 0.13  0.12
H -1.22 -2.00 1.58  0.11
H -2.15 -1.56 0.12  0.08
H -0.19 -0.10 1.84  0.17
H 2.95 -0.15 1.20  0.09
H 0.77 -1.81 0.41  0.19
H -0.09 -1.43 -0.93  0.24

DFT total energy = -8365.156 eV
HOMO-LUMO gap = 8.8 eV
Charge = +1
ΔE to the lowest compared entry with this formula, charge and spin = 130.4 kcal/mol
Molecular weight = 101.17 g/mol


8.
Formula: C17H29N7O5S
Source: the Open Molecules 2025 dataset
Level of theory: ωB97M-V/def2-TZVPD

Last column: Löwdin charge in e.
Cartesian coordinates (Å):
N -2.71 -2.13 -2.07  -0.01
C -1.52 -1.72 -1.27  -0.22
C -0.31 -1.42 -2.25  -0.32
O -0.40 -2.29 -3.42  -0.08
C 1.05 -1.77 -1.49  -0.08
C 1.59 -0.62 -0.56  -0.30
C 0.98 -0.41 0.89  -0.11
O 1.15 1.04 1.14  -0.23
S 0.69 1.72 -0.31  0.77
O 1.12 3.12 -0.60  -0.29
O -0.79 1.63 -0.36  -0.28
O 1.57 0.66 -1.27  -0.18
H -3.39 -1.35 -2.07  0.08
H -3.19 -2.88 -1.55  0.03
H -1.23 -2.45 -0.46  0.10
H -1.78 -0.75 -0.73  0.10
H -0.33 -0.37 -2.66  0.15
H -0.75 -1.76 -4.15  0.09
H 1.85 -1.96 -2.27  0.14
H 0.91 -2.72 -0.91  0.09
H 2.68 -0.80 -0.35  0.10
H -0.12 -0.64 1.00  0.13
H 1.63 -0.85 1.70  0.14
C 0.69 5.90 0.59  -0.05
C 0.14 6.39 1.89  -0.23
N -0.28 6.76 2.90  0.14
H 0.61 4.82 0.54  0.03
H 0.12 6.34 -0.23  0.09
H 1.73 6.19 0.50  0.09
C 4.05 -4.42 -0.08  -0.05
C 3.97 -3.03 0.44  -0.21
N 3.90 -1.95 0.86  0.14
H 3.06 -4.78 -0.36  0.03
H 4.70 -4.44 -0.96  0.09
H 4.47 -5.08 0.68  0.08
C -1.45 -5.50 -0.97  -0.05
C -0.03 -5.27 -1.39  -0.22
N 1.07 -5.10 -1.72  0.14
H -1.91 -4.56 -0.69  0.05
H -2.01 -5.95 -1.79  0.05
H -1.47 -6.18 -0.11  0.08
C 0.25 8.78 5.31  -0.09
C 1.25 9.83 5.67  -0.27
N 2.02 10.64 5.95  0.10
H -0.72 9.24 5.13  0.08
H 0.57 8.26 4.40  0.02
H 0.16 8.06 6.12  0.08
C -3.11 -5.71 -5.28  -0.06
C -3.65 -5.23 -3.98  -0.24
N -4.07 -4.85 -2.96  0.13
H -3.17 -6.79 -5.33  0.08
H -3.68 -5.28 -6.10  0.08
H -2.06 -5.40 -5.39  0.08
C -0.58 3.23 3.07  -0.07
C -0.75 2.13 4.07  -0.26
N -0.88 1.28 4.85  0.11
H 0.38 3.72 3.23  0.08
H -0.61 2.81 2.06  0.04
H -1.38 3.96 3.18  0.08

DFT total energy = -49598.545 eV
HOMO-LUMO gap = 9.9 eV
Molecular weight = 443.53 g/mol


9.
Formula: C26H28MoN2S2Si
Source: the Open Molecules 2025 dataset
Level of theory: ωB97M-V/def2-TZVPD

Last column: Löwdin charge in e.
Cartesian coordinates (Å):
C 0.84 1.31 1.15  -0.20
C -0.12 1.84 0.21  -0.21
C -1.41 1.88 0.83  -0.16
H 0.05 2.31 -0.76  0.10
C -1.26 1.46 2.19  -0.16
C 0.13 1.12 2.40  -0.21
H 0.64 0.91 3.33  0.11
H 1.90 1.17 1.00  0.13
H -2.33 2.23 0.35  0.13
H -2.04 1.47 2.95  0.12
Mo -0.64 -0.23 0.87  1.36
C -1.24 -1.20 -0.91  -0.30
H -2.16 -0.69 -0.50  0.01
H -0.76 -1.97 -0.26  -0.01
H -1.65 -1.80 -1.74  0.06
Si 0.22 0.12 -2.51  0.69
C 1.51 -0.74 -3.54  -0.23
C 2.43 0.30 -3.82  -0.09
H 2.10 1.31 -4.06  0.11
C 3.79 0.08 -3.59  -0.03
H 4.45 0.94 -3.43  0.13
C 4.26 -1.24 -3.58  -0.01
H 5.33 -1.42 -3.47  0.13
C 3.35 -2.29 -3.76  -0.03
H 3.73 -3.30 -3.94  0.13
C 1.97 -2.07 -3.66  -0.04
H 1.28 -2.92 -3.62  0.12
C -1.22 0.79 -3.51  -0.27
C -0.92 1.46 -4.73  -0.08
H -0.25 1.04 -5.49  0.12
C -1.48 2.72 -4.95  -0.05
H -1.19 3.34 -5.81  0.12
C -2.49 3.19 -4.10  -0.05
H -2.98 4.15 -4.31  0.13
C -2.95 2.40 -3.04  -0.06
H -3.74 2.75 -2.38  0.12
C -2.43 1.10 -2.89  -0.09
H -2.98 0.36 -2.29  0.11
H 0.80 -0.10 -1.04  -0.02
H 0.76 1.50 -2.60  0.03
C -1.38 2.20 5.85  -0.07
C -1.24 0.73 5.74  -0.60
N -0.73 0.11 4.72  0.01
C -0.81 -1.26 4.79  -0.31
C -1.31 -1.70 6.03  -0.32
S -1.83 -0.36 7.01  1.09
C -0.24 -2.12 3.73  -0.23
C 0.23 -3.37 4.04  -0.31
S 1.11 -4.12 2.75  1.13
C 0.91 -2.63 1.80  -0.59
N 0.06 -1.76 2.34  -0.05
C 1.71 -2.54 0.56  -0.10
H -1.03 2.55 6.82  0.09
H -0.79 2.69 5.06  0.08
H -2.44 2.49 5.71  0.09
H -1.39 -2.74 6.36  0.08
H 0.06 -3.83 5.02  0.09
H 2.58 -3.19 0.64  0.09
H 1.15 -2.91 -0.31  0.08
H 2.07 -1.52 0.36  0.07

DFT total energy = -61776.562 eV
HOMO-LUMO gap (alpha / beta) = 6.6 / 3.7 eV
<S²> = 2.037
2S+1 = 3
Charge = +2
ΔE to the lowest compared entry with this formula, charge and spin = 138.3 kcal/mol
Molecular weight = 556.68 g/mol


10.
Formula: C24H35N5O
Source: the Open Molecules 2025 dataset
Level of theory: ωB97M-V/def2-TZVPD

Last column: Löwdin charge in e.
Cartesian coordinates (Å):
C -0.98 -2.73 -2.37  -0.08
C -0.78 -3.82 -1.31  -0.16
C -0.29 -3.26 -0.02  -0.33
N 0.98 -3.13 0.27  0.10
C 1.04 -2.65 1.53  -0.16
C -0.22 -2.48 2.02  -0.08
N -1.08 -2.87 1.03  -0.03
C -2.51 -2.86 1.15  -0.12
C -3.05 -1.45 1.44  -0.06
C -3.21 -0.66 0.14  -0.46
O -3.40 -1.23 -0.92  0.04
N -3.15 0.68 0.22  -0.04
C -2.98 1.44 1.44  -0.16
C -3.40 2.89 1.19  -0.16
C -2.47 3.55 0.18  -0.14
C -1.95 2.53 -0.86  -0.28
N -0.65 2.03 -0.41  -0.13
C -0.24 0.70 -0.83  -0.14
C 0.99 0.31 -0.02  -0.15
N 2.08 1.22 -0.32  -0.10
C 3.36 0.78 0.05  -0.19
C 4.12 1.44 1.02  -0.03
C 5.39 1.01 1.35  -0.10
C 5.94 -0.09 0.72  -0.10
C 5.20 -0.74 -0.25  -0.05
C 3.93 -0.33 -0.61  -0.20
C 3.22 -1.05 -1.71  -0.04
C 1.69 2.56 0.03  -0.17
C 0.43 2.94 -0.74  -0.17
C -3.01 1.44 -1.01  -0.09
H -1.80 -2.08 -2.09  0.04
H -0.08 -2.14 -2.48  0.07
H -1.21 -3.19 -3.33  0.07
H -1.71 -4.37 -1.17  0.11
H -0.01 -4.52 -1.66  0.11
H 1.99 -2.45 2.00  0.10
H -0.57 -2.15 2.98  0.11
H -2.95 -3.21 0.22  0.12
H -2.80 -3.53 1.97  0.13
H -2.38 -0.93 2.12  0.10
H -4.04 -1.53 1.91  0.13
H -3.60 1.01 2.23  0.12
H -1.93 1.43 1.76  0.13
H -3.38 3.43 2.13  0.11
H -4.43 2.89 0.83  0.11
H -3.00 4.36 -0.33  0.11
H -1.62 3.98 0.70  0.10
H -1.85 3.02 -1.84  0.15
H -1.02 -0.03 -0.64  0.10
H 0.01 0.68 -1.91  0.14
H 1.27 -0.71 -0.24  0.08
H 0.72 0.37 1.06  0.13
H 3.71 2.29 1.53  0.10
H 5.95 1.55 2.10  0.10
H 6.93 -0.44 0.98  0.10
H 5.63 -1.60 -0.76  0.11
H 2.53 -0.39 -2.22  0.08
H 3.94 -1.43 -2.43  0.08
H 2.66 -1.91 -1.32  0.06
H 2.50 3.25 -0.23  0.13
H 1.47 2.67 1.11  0.13
H 0.15 3.96 -0.48  0.12
H 0.65 2.91 -1.82  0.13
H -3.96 1.91 -1.28  0.14
H -2.76 0.73 -1.81  0.12

DFT total energy = -34955.092 eV
HOMO-LUMO gap = 8.4 eV
ΔE to the lowest compared entry with this formula, charge and spin = 2.3 kcal/mol
Molecular weight = 409.58 g/mol


11.
Formula: C10H9ClFN3
Source: the Open Molecules 2025 dataset
Level of theory: ωB97M-V/def2-TZVPD

Last column: Löwdin charge in e.
Cartesian coordinates (Å):
N -0.61 3.16 -0.34  0.06
C 0.13 1.97 -0.51  -0.35
C 1.29 1.69 0.27  -0.03
C 2.00 0.48 0.19  -0.01
C 1.44 -0.51 -0.61  -0.36
F 2.02 -1.69 -0.76  0.07
C 0.35 -0.22 -1.44  -0.05
C -0.27 1.00 -1.48  -0.04
H -1.61 3.02 -0.71  0.13
H -0.26 4.01 -0.01  0.06
H 1.60 2.51 0.86  0.09
H 3.04 0.36 0.56  0.13
H -0.22 -1.03 -1.95  0.13
H -0.86 1.24 -2.33  0.10
Cl -2.00 1.28 1.82  0.68
C -1.00 -0.16 1.80  -0.75
N -1.14 -1.09 0.87  0.09
C -0.31 -2.11 1.02  -0.14
C 0.52 -2.20 2.12  -0.05
C 0.57 -1.19 3.06  -0.14
N -0.18 -0.14 2.88  0.05
H -0.33 -2.74 0.16  0.11
H 1.32 -2.93 2.31  0.12
H 1.19 -1.22 3.94  0.11

DFT total energy = -30224.884 eV
HOMO-LUMO gap = 8.4 eV
ΔE to the lowest compared entry with this formula, charge and spin = 0.0 kcal/mol
Molecular weight = 225.65 g/mol


Question: Which of these has the lowest DFT total energy?
Answer: C54H53IMnN6O2P2S


Question: DFT total energy of number 3 (C6H15NO)?
Answer: -10002.576 eV


Question: Which of these has the highest molecular weight?
Answer: C54H53IMnN6O2P2S